# 1
The following is a quantum chemistry calculation of a cluster of 2 separate species, C5H13NO in total, from the OMol25 dataset.

Last column: natural (NBO) charge in e.
Cartesian coordinates (Å):
1 O 1.63513 -1.13483 2.74335  -0.597
2 N 1.72307 0.60982 1.31210  -0.844
3 C -1.24667 0.47185 1.76750  -0.610
4 C -0.12408 0.66089 -1.96842  -0.624
5 C 1.08710 -0.45425 1.90328  0.680
6 C -0.27778 -0.67437 -2.70115  -0.620
7 C -0.32249 -0.70339 1.41207  -0.505
8 H -0.51095 0.52262 -0.95843  0.202
9 H -2.09060 0.52232 1.08178  0.211
10 H -0.67164 -1.46692 -2.06289  0.204
11 H -1.56109 0.41400 2.80415  0.220
12 H -0.68951 -1.64327 1.82392  0.232
13 H -0.31038 -0.89038 0.33934  0.214
14 H 2.69885 0.69534 1.56150  0.395
15 H -0.93896 -0.62215 -3.56630  0.211
16 H 0.66302 -1.04700 -3.11134  0.209
17 H 1.55359 0.82797 0.34307  0.389
18 H 0.88812 1.05461 -1.95755  0.203
19 H -0.77117 1.43166 -2.39216  0.215
20 H -0.73356 1.42547 1.62618  0.215

Summary:
energy relative to the best compared isomer or geometry (same formula, charge and spin)	0.285	eV
structure (SMILES)	CCC(N)=O.CC
charge	0
E	-328.30838	a.u.
LUMO level	0.0309	hartree
spin multiplicity	1

# 2
The following is a quantum chemistry calculation of a cluster of 2 separate species, C2F2N2 in total in a non-equilibrium geometry, from the OMol25 dataset.

Last column: natural (NBO) charge in e.
Cartesian coordinates (Å):
1 F 1.11043 0.87721 0.23575  -0.290
2 F 2.64384 -0.57561 0.01471  -0.286
3 N -3.07486 0.88358 0.47656  -0.438
4 N 0.51641 -1.28433 -0.29215  -0.221
5 C 1.31925 -0.42581 -0.02289  0.798
6 C -2.51508 0.52496 -0.41198  0.436

Summary:
energy relative to the best compared isomer or geometry (same formula, charge and spin)	3.080	eV
charge	0
E	-385.22245	a.u.
LUMO level (alpha / beta)	-0.1015 / -0.1594	hartree
spin multiplicity	1

# 3
The following is a quantum chemistry calculation of a cluster of 2 separate species, C4H11NO in total in a non-equilibrium geometry, from the OMol25 dataset.

Last column: natural (NBO) charge in e.
Cartesian coordinates (Å):
1 O -0.55163 0.26233 6.91027  -0.932
2 N -0.37481 -2.55878 -2.07427  -0.824
3 C -0.15564 1.04755 -0.95921  -0.408
4 C 0.95362 2.06975 -1.31645  -0.609
5 C -0.61805 -1.21049 -1.79576  0.004
6 C 0.16444 -0.45285 -1.01866  -0.301
7 H -1.64688 -0.98770 -2.06106  0.192
8 H -0.68652 -2.99580 -2.92152  0.377
9 H 0.57478 -2.86772 -1.94575  0.364
10 H -1.21540 -0.40588 6.71225  0.467
11 H 1.79345 1.58404 -0.79124  0.202
12 H -0.48885 1.21874 0.06548  0.196
13 H 0.93945 -0.89864 -0.40331  0.196
14 H 0.26161 -0.13636 6.64523  0.465
15 H 1.30831 2.08302 -2.34568  0.204
16 H -0.97413 1.16603 -1.67857  0.194
17 H 0.71625 3.08277 -1.02173  0.212

Summary:
energy relative to the best compared isomer or geometry (same formula, charge and spin)	1.804	eV
structure (SMILES)	CC/C=C/N.O
charge	0
E	-288.95073	a.u.
LUMO level	0.0386	hartree
spin multiplicity	1

# 4
The following is a quantum chemistry calculation of a structure of composition C6H19O7Pd in a non-equilibrium geometry, from the OMol25 dataset.

Last column: Mulliken spin population.
Cartesian coordinates (Å):
1 Pd 18.27255 -9.18768 -3.28752  1.007
2 O 18.16556 -13.21918 -2.38758  0.001
3 O 13.73045 -11.55307 0.21830  0.000
4 O 15.01716 -9.77206 -5.79807  0.466
5 O 15.05950 -12.66968 -3.56679  0.061
6 O 15.79024 -11.15360 2.23400  0.000
7 O 16.46054 -9.90983 -3.33101  0.135
8 O 13.25510 -9.18667 -3.43730  0.151
9 C 15.97821 -11.48710 0.87288  -0.002
10 C 12.86853 -9.83976 -4.63710  0.073
11 C 16.13610 -13.61131 -3.58018  -0.002
12 C 16.82416 -13.71386 -2.24346  0.008
13 C 13.63467 -9.37466 -5.84710  0.058
14 C 14.93682 -10.86026 0.00638  -0.003
15 H 15.24721 -10.97968 -1.05812  0.005
16 H 15.72295 -14.54326 -3.95273  0.000
17 H 16.08088 -10.37159 -2.54778  -0.030
18 H 11.80838 -9.64371 -4.80278  -0.007
19 H 15.41987 -9.62954 -4.94101  -0.002
20 H 14.98391 -11.59653 2.52672  0.000
21 H 13.03470 -11.18262 -0.33531  0.000
22 H 16.31346 -13.13099 -1.47409  0.000
23 H 16.85793 -14.75518 -1.91396  0.000
24 H 14.85196 -9.79670 0.25093  0.000
25 H 15.97923 -12.57780 0.76046  0.000
26 H 16.97636 -11.13470 0.59534  0.002
27 H 18.74106 -13.72956 -1.81096  0.000
28 H 16.84943 -13.26864 -4.33868  0.001
29 H 13.55691 -8.29557 -5.99318  0.052
30 H 15.47051 -11.80786 -3.46989  0.005
31 H 14.21239 -9.23535 -3.34236  -0.002
32 H 12.95746 -10.93304 -4.58278  0.024
33 H 13.24819 -9.89753 -6.72262  -0.001

Summary:
energy relative to the best compared isomer or geometry (same formula, charge and spin)	3.903	eV
charge	+1
⟨S²⟩	2.01
E	-894.07034	a.u.
LUMO level (alpha / beta)	-0.1616 / -0.3458	hartree
spin multiplicity	3

# 5
The following is a quantum chemistry calculation of a cluster of 2 separate species, H3N3O3 in total in a non-equilibrium geometry, from the OMol25 dataset.

Last column: natural (NBO) charge in e.
Cartesian coordinates (Å):
1 O 0.63266 -1.73753 1.45245  -0.557
2 O -0.49669 -0.72847 -0.83694  -0.448
3 O 1.25060 -0.11873 2.79751  -0.300
4 N -0.85162 0.41868 -0.65204  0.253
5 N -0.56695 1.21646 -1.60909  -0.555
6 N 0.56802 -0.42258 1.87423  0.326
7 H 0.05173 0.85981 -2.27919  0.367
8 H -0.50209 2.27564 -1.45040  0.404
9 H -0.08566 -1.76328 0.70347  0.510

Summary:
energy relative to the best compared isomer or geometry (same formula, charge and spin)	3.465	eV
structure (SMILES)	NN=O.O=NO
charge	0
E	-391.61290	a.u.
LUMO level	0.0148	hartree
spin multiplicity	1

# 6
The following is a quantum chemistry calculation of a structure of composition C26H23Br2IrN5O5S2, from the OMol25 dataset.

Last column: natural (NBO) charge in e.
Cartesian coordinates (Å):
1 Ir -1.33381 0.44892 0.37904  0.203
2 Br -2.12263 -1.54612 -0.96505  -0.646
3 Br 0.90555 -3.54514 4.26914  0.063
4 S 3.65916 -4.76530 -3.01535  2.294
5 S 1.43705 -2.21609 -0.62217  0.340
6 O 4.03848 -4.31240 -4.32249  -0.926
7 O 2.88434 -0.01126 -0.52602  -0.496
8 O 0.42080 -0.33107 1.31967  -0.745
9 O -0.79362 -1.08322 3.08981  -0.684
10 O 4.49793 -5.72117 -2.34959  -0.930
11 N -1.56736 2.47761 -1.94893  -0.815
12 N -2.93266 1.40020 -0.43130  -0.420
13 N -0.75777 2.11859 1.42980  -0.447
14 N 3.41364 -3.46035 -2.01642  -0.751
15 N -2.20141 1.53922 3.13918  -0.802
16 C -1.29234 2.41793 2.62980  0.402
17 C 1.97218 -5.29716 -3.01149  -0.323
18 C 3.92776 -0.80082 4.81564  -0.218
19 C -0.10727 -4.56048 -2.05132  -0.180
20 C 1.57186 -0.90295 3.29419  -0.081
21 C 0.00253 -6.50343 -3.49814  -0.195
22 C -0.72419 -5.61994 -2.70592  -0.198
23 C -4.16120 1.13074 0.05479  0.086
24 C 0.02127 4.42469 2.76717  -0.159
25 C 2.90714 -1.15441 -0.20909  0.520
26 C -0.92694 3.59316 3.31102  -0.300
27 C 2.42511 0.20196 3.24373  -0.198
28 C 0.61681 4.08392 1.55422  -0.326
29 C 2.17772 -3.38173 -1.65394  0.119
30 C -3.95669 2.89656 -2.00269  -0.301
31 C 3.57977 0.26843 4.00250  -0.228
32 C 3.10886 -1.91601 4.87205  -0.238
33 C -5.31054 1.71607 -0.42912  -0.315
34 C 3.99902 -1.84020 0.55164  -0.742
35 C 0.19934 2.92982 0.93001  0.084
36 C -5.19753 2.62168 -1.47776  -0.161
37 C -2.82792 2.25860 -1.47005  0.399
38 C 0.26394 -0.81539 2.50560  0.758
39 C 1.26046 -4.42028 -2.21687  -0.048
40 C 1.93314 -1.95518 4.13183  -0.095
41 C 1.37410 -6.35112 -3.66749  -0.193
42 H 1.94685 -7.02620 -4.28969  0.227
43 H 4.79091 -1.12246 0.75818  0.229
44 H 2.14721 1.01283 2.58415  0.236
45 H 0.62769 2.59674 -0.00552  0.226
46 H 4.21486 1.14385 3.94579  0.210
47 H -1.50209 2.71587 -2.92416  0.378
48 H 3.58584 -2.22494 1.48176  0.248
49 H -2.35041 1.59450 4.13304  0.377
50 H -0.68379 -3.85553 -1.45868  0.275
51 H -1.79331 -5.75094 -2.60067  0.221
52 H 1.38521 4.69499 1.10246  0.217
53 H -4.17795 0.40461 0.85606  0.229
54 H -2.11208 0.58974 2.76467  0.450
55 H -3.83214 3.58955 -2.82512  0.207
56 H -0.50836 -7.31772 -3.99636  0.211
57 H 4.83769 -0.77466 5.40245  0.207
58 H -1.39194 3.81418 4.26338  0.208
59 H -6.07754 3.10372 -1.88651  0.205
60 H 4.37664 -2.67829 -0.02752  0.267
61 H 3.37220 -2.76284 5.49081  0.219
62 H -6.26811 1.45816 0.00109  0.214
63 H -0.93670 1.74238 -1.60602  0.426
64 H 0.31149 5.32860 3.28907  0.207

Summary:
energy relative to the best compared isomer or geometry (same formula, charge and spin)	1.057	eV
charge	-1
E	-7703.46467	a.u.
LUMO level	0.0776	hartree
spin multiplicity	1

# 7
The following is a quantum chemistry calculation of an isolated molecule of C3H3N3 in a non-equilibrium geometry, from the OMol25 dataset.

Last column: natural (NBO) charge in e.
Cartesian coordinates (Å):
1 N -0.13251 -1.07484 -0.13505  -0.470
2 N 1.94201 0.06162 0.05029  -0.536
3 N -1.49469 0.71339 -0.01526  -0.418
4 C -0.32574 1.14076 -0.09711  0.072
5 C -1.33804 -0.76001 0.10706  0.227
6 C 0.73361 0.04779 -0.14040  0.330
7 H -1.94886 -1.59424 -0.02890  0.218
8 H 2.49833 -0.69029 0.13490  0.367
9 H 0.06589 2.15582 0.12447  0.210

Summary:
energy relative to the best compared isomer or geometry (same formula, charge and spin)	2.324	eV
structure (SMILES)	[H]/N=C1/C=NC=N1
charge	0
E	-280.29537	a.u.
LUMO level	-0.0388	hartree
spin multiplicity	1

# 8
The following is a quantum chemistry calculation of a structure of composition C6H16N4O6Ti in a non-equilibrium geometry, from the OMol25 dataset.

Last column: Mulliken spin population.
Cartesian coordinates (Å):
1 Ti 0.99353 0.25906 0.02192  1.007
2 O 2.91094 0.29503 0.57315  -0.014
3 O -1.46560 0.94647 0.22924  -0.005
4 O -0.47907 -1.78909 2.47527  0.001
5 O 1.25950 1.98351 -1.00759  -0.016
6 O 0.27647 -1.03970 -1.38623  0.001
7 O 0.02951 -3.55145 0.19336  0.001
8 N 0.16269 1.12668 1.76610  0.007
9 N -1.82488 2.35072 2.04303  0.001
10 N -0.67897 0.63650 -2.66615  0.004
11 N -1.70684 -1.50445 -2.42135  -0.002
12 C -1.04832 1.42324 1.32797  -0.003
13 C -1.44528 -1.88711 1.41111  0.023
14 C -0.71187 -0.66782 -2.17328  -0.005
15 C -1.28482 -3.23125 0.69434  -0.002
16 C 3.42118 1.07150 -0.47949  0.008
17 C 2.60324 2.19062 -0.99075  0.007
18 H 0.05033 1.25489 -2.40989  0.001
19 H -2.58760 2.76879 1.52209  0.000
20 H -2.02852 -3.21285 -0.16773  0.000
21 H 0.09165 -2.82401 -0.56416  0.002
22 H -0.02978 -0.93506 2.56675  0.000
23 H -1.59832 -4.15334 1.24310  0.000
24 H -2.25733 -0.97122 -3.06812  0.000
25 H 0.26911 1.34109 2.85488  0.001
26 H 3.44162 0.40225 -1.39237  -0.001
27 H 4.41339 1.38863 -0.26319  0.005
28 H -2.48703 -1.87526 1.86575  0.000
29 H -1.54073 0.84809 -3.06952  0.000
30 H 2.94863 3.00421 -0.28906  -0.004
31 H -1.37106 -1.01844 0.76593  -0.019
32 H -1.30969 2.87270 2.77597  0.000
33 H 2.98392 2.49708 -1.98105  0.001

Summary:
charge	-1
⟨S²⟩	0.75
E	-1758.30495	a.u.
LUMO level (alpha / beta)	0.1060 / 0.1059	hartree
spin multiplicity	2